The following is a quantum chemistry calculation of a cluster of 7 separate species, C54H120ClN6 in total, from OMol25.

Structure (XYZ):
```
181
Properties=species:S:1:pos:R:3:forces:R:3:lowdin_charge:R:1
C 4.533809 -0.830345 2.063533 -1.1 -0.3 -0.5 -0.062
C 3.406549 -0.181715 2.921433 0.0 -0.5 0.6 -0.197
C 2.001809 -0.854975 3.008683 -0.1 0.4 0.3 -0.106
N 1.308109 -0.853375 4.454793 1.6 -1.1 -1.4 -0.211
C 2.111399 -1.871845 5.332443 -0.8 0.9 -0.3 -0.084
C 1.458719 -2.054445 6.715213 -1.4 0.3 -1.0 -0.104
C -0.084601 -2.440275 6.513113 2.5 -0.2 0.0 -0.148
C -0.835451 -1.515145 5.566843 -0.7 -1.6 -0.5 -0.161
C -0.152731 -1.428115 4.188203 1.7 2.2 1.5 -0.062
C 1.444309 0.561545 4.987923 -0.9 0.0 -0.5 0.023
H 5.456259 -0.253195 2.127503 0.0 -0.2 0.3 0.092
H 4.284439 -0.916305 1.005923 -0.4 0.8 -0.2 0.022
H 4.694189 -1.895405 2.230933 0.3 0.1 1.0 0.082
H 3.285139 0.862315 2.632713 -0.1 0.0 -0.2 0.099
H 3.766049 -0.131545 3.949223 0.4 0.0 -0.1 0.086
H 2.002719 -1.885975 2.654933 0.1 -0.1 0.4 0.113
H 1.296479 -0.341475 2.355293 -0.1 0.1 0.0 0.049
H 2.143749 -2.796605 4.756353 -0.3 -0.1 0.0 0.131
H 3.131279 -1.488605 5.299653 0.0 0.0 0.6 0.124
H 2.026599 -2.834965 7.221563 -0.2 0.1 0.3 0.130
H 1.463769 -1.120145 7.276603 0.5 -0.1 0.2 0.111
H -0.046141 -3.415455 6.027663 -0.2 -0.2 0.1 0.095
H -0.604021 -2.571045 7.462433 0.1 0.2 0.0 0.131
H -1.724591 -2.134015 5.446393 -0.5 0.4 -0.5 0.106
H -1.202291 -0.603655 6.038763 0.5 0.3 -0.4 0.116
H 0.027139 -2.347695 3.631313 -0.1 -0.2 0.5 0.105
H -0.554521 -0.705145 3.478283 -0.4 0.0 0.1 0.101
H 0.983679 0.770865 5.953373 0.0 -0.6 0.0 0.108
H 0.946629 1.196315 4.254783 0.0 0.1 0.0 0.094
H 2.485569 0.880475 5.034363 -0.1 -0.4 0.0 0.103
C -2.761791 3.090305 6.289493 0.5 0.4 -1.9 -0.030
C -2.711451 2.517495 4.769683 0.5 0.0 1.4 -0.215
C -2.769181 3.557085 3.708363 -0.1 0.9 -1.8 -0.119
N -2.793851 3.101735 2.199903 -1.0 -0.8 -0.9 -0.211
C -4.139091 2.290795 1.963243 0.3 1.7 -1.4 -0.023
C -4.427561 1.984285 0.439043 -0.4 -2.1 3.0 -0.184
C -4.362531 3.148665 -0.382667 1.4 1.7 -2.1 -0.208
C -3.008921 3.807865 -0.202307 0.0 2.1 -0.4 -0.187
C -2.776381 4.327835 1.207683 -0.4 -1.3 0.4 -0.072
C -1.642441 2.168915 1.834743 -0.9 0.5 1.4 -0.011
H -2.434151 2.275425 6.935043 -0.7 0.2 0.2 0.073
H -3.663731 3.648985 6.539453 -0.6 -1.0 0.1 0.085
H -2.070121 3.918315 6.444703 0.7 -0.2 -0.4 0.074
H -3.487421 1.767265 4.617583 0.0 0.0 0.3 0.104
H -1.735611 2.047185 4.648703 0.0 -0.4 0.3 0.077
H -1.871631 4.174995 3.682123 -0.2 0.4 0.5 0.137
H -3.689451 4.134105 3.799193 0.2 0.4 0.0 0.143
H -4.882901 3.055095 2.188393 -0.2 -0.3 0.6 0.137
H -4.181821 1.458305 2.665553 0.1 0.1 -0.3 0.124
H -5.448841 1.608795 0.375133 0.1 -0.6 0.4 0.142
H -3.737081 1.253925 0.017253 -0.1 -0.3 0.4 0.087
H -5.131661 3.916145 -0.296017 -0.2 -0.3 0.3 0.147
H -4.387311 2.762845 -1.401807 -0.3 0.4 -0.3 0.124
H -3.096151 4.745135 -0.751867 0.2 0.2 -0.3 0.130
H -2.143611 3.328635 -0.660227 -0.2 -0.6 0.3 0.083
H -3.560851 5.048145 1.439793 -0.3 -0.4 0.5 0.146
H -1.862551 4.917775 1.278353 0.3 -0.5 0.4 0.112
H -1.746301 1.382055 2.581843 0.5 -0.1 -0.1 0.079
H -0.731181 2.749705 1.977543 0.1 -0.3 -0.1 0.095
H -1.726591 1.691665 0.858393 0.0 0.4 0.1 0.033
C -5.503311 -6.033155 -1.391397 0.1 -0.6 0.5 -0.072
C -4.563691 -5.118775 -0.574437 0.4 0.0 -1.2 -0.225
C -3.236601 -5.794995 -0.193957 -0.3 0.1 0.8 -0.116
N -2.388641 -5.047505 0.880793 -2.5 0.7 -0.2 -0.242
C -3.201551 -4.952905 2.185443 1.2 2.1 -0.1 -0.049
C -2.328471 -4.248305 3.320753 0.7 -1.8 -0.6 -0.118
C -1.011781 -5.054045 3.443343 0.4 -1.3 0.7 -0.187
C -0.240741 -5.294525 2.145823 -0.8 0.0 0.2 -0.157
C -1.190731 -5.921625 1.139713 0.6 1.6 -1.9 -0.106
C -2.204141 -3.605065 0.308033 1.9 -1.3 0.8 0.007
H -4.919711 -6.483855 -2.194127 -0.3 0.4 -0.5 0.084
H -6.409141 -5.511405 -1.700207 0.5 0.3 -0.5 0.088
H -5.945161 -6.905545 -0.909927 0.4 0.0 0.8 0.086
H -5.106461 -4.570065 0.195263 0.2 -0.3 0.2 0.111
H -4.187801 -4.412275 -1.314477 -0.6 0.7 0.0 0.084
H -2.564631 -5.832015 -1.051387 -0.2 -0.1 -0.1 0.133
H -3.426441 -6.821195 0.120643 0.3 0.0 0.4 0.139
H -3.550931 -5.970475 2.360333 0.0 0.3 0.6 0.151
H -3.991601 -4.237795 1.956233 -0.4 -0.6 0.1 0.115
H -2.880811 -4.272465 4.260133 -0.1 -0.3 -0.1 0.124
H -2.082831 -3.197095 3.170033 -0.4 0.1 -0.7 0.082
H -1.262921 -6.060865 3.777013 -0.3 -0.1 0.3 0.128
H -0.291031 -4.727815 4.193143 -0.3 0.5 0.2 0.094
H 0.621229 -5.958335 2.212623 -0.1 -0.2 0.6 0.135
H 0.191949 -4.335415 1.861233 -0.2 0.1 -0.9 0.092
H -1.607181 -6.920415 1.270433 0.3 0.1 0.9 0.151
H -0.708951 -5.996065 0.164813 0.2 0.0 -0.1 0.127
H -1.527081 -3.024585 0.934713 -0.1 -0.2 0.2 0.034
H -3.124131 -3.028925 0.209083 -0.1 -0.7 -0.1 0.105
H -1.630411 -3.772205 -0.603557 -0.4 0.3 -0.3 0.096
C 2.111829 -3.531465 -0.487897 -0.9 0.8 1.5 -0.130
C 2.965649 -3.363105 -1.664227 2.9 0.6 -1.3 -0.220
C 4.110909 -2.303035 -1.275007 -0.9 -0.9 -1.9 -0.060
N 5.193549 -2.028835 -2.435677 0.0 1.5 1.2 -0.221
C 6.150159 -0.912035 -1.870897 -1.7 1.7 -0.7 -0.068
C 5.373539 0.429305 -1.866837 -0.4 -0.2 -1.1 -0.144
C 4.752689 0.712305 -3.286527 1.3 1.4 1.2 -0.199
C 3.782189 -0.322275 -3.673527 -0.2 -0.5 -0.1 -0.198
C 4.528469 -1.654755 -3.793577 -1.0 0.0 0.8 -0.069
C 6.089859 -3.220975 -2.629077 -1.6 1.1 -0.6 0.045
H 1.373669 -4.328615 -0.576087 0.1 0.0 0.1 0.082
H 1.623049 -2.560575 -0.406857 -0.9 -0.1 0.0 0.005
H 2.603839 -3.525555 0.484723 0.5 -0.9 0.0 0.078
H 2.307949 -3.097655 -2.491917 0.3 0.7 -0.1 0.102
H 3.505389 -4.215485 -2.076827 -0.2 -0.6 0.6 0.105
H 4.656079 -2.683825 -0.411367 0.3 -0.2 -0.3 0.122
H 3.603309 -1.400555 -0.934457 0.4 0.3 -0.5 0.089
H 6.434129 -1.187515 -0.855237 0.2 -0.3 -0.3 0.131
H 6.988099 -0.684545 -2.529847 0.2 -1.1 -0.1 0.148
H 4.596479 0.348195 -1.106767 -0.2 0.4 -0.1 0.078
H 5.977019 1.308545 -1.641337 0.4 -0.4 0.3 0.126
H 4.294629 1.701335 -3.276497 -0.3 0.0 0.3 0.106
H 5.509719 0.865675 -4.055607 0.5 -0.4 0.1 0.133
H 3.028499 -0.268445 -2.887937 -0.5 -0.7 -0.1 0.109
H 3.345079 -0.007525 -4.621147 -0.2 -0.5 -0.1 0.126
H 3.901829 -2.498475 -4.082647 -0.2 -0.1 0.5 0.125
H 5.191429 -1.590415 -4.656387 0.9 0.1 0.6 0.148
H 6.676479 -3.282695 -1.712477 0.1 -0.7 -0.4 0.122
H 6.615869 -2.916685 -3.533967 0.7 -0.7 0.3 0.119
H 5.358909 -3.991725 -2.873537 0.9 -0.7 0.3 0.102
C 1.733719 9.216955 0.147803 -0.6 1.0 0.4 -0.090
C 2.103219 7.866745 -0.451367 -0.1 -0.2 0.9 -0.219
C 1.038469 6.752335 -0.243027 0.9 0.5 -1.1 -0.095
N 1.446969 5.357525 -0.770537 1.5 -0.2 -0.4 -0.225
C 2.789689 4.895565 -0.018647 -1.1 -0.6 -1.1 -0.033
C 3.055429 3.373655 -0.221097 0.3 1.0 0.8 -0.169
C 1.877629 2.533495 0.117323 -2.3 0.3 -0.9 -0.212
C 0.686359 2.915875 -0.840367 0.9 0.7 0.8 -0.156
C 0.290559 4.407435 -0.564147 0.6 -1.4 0.8 -0.134
C 1.638199 5.383035 -2.296057 -0.2 1.1 0.9 0.050
H 1.315239 9.289315 1.151673 -0.3 -0.8 0.1 0.084
H 1.039949 9.753945 -0.499047 0.1 0.1 0.0 0.089
H 2.619849 9.835885 0.288483 0.2 -0.1 -0.6 0.094
H 2.975539 7.556415 0.123833 0.3 -0.2 -0.5 0.104
H 2.351169 8.131235 -1.479307 0.1 -0.7 -0.1 0.118
H 0.124099 6.974365 -0.793237 -0.2 0.1 0.4 0.138
H 0.913889 6.665145 0.836313 -0.4 -0.2 -0.1 0.135
H 2.736919 5.176935 1.033083 -0.9 -0.4 0.2 0.135
H 3.650039 5.503335 -0.298827 -0.3 0.0 -1.0 0.132
H 3.820939 3.249765 0.544893 0.6 -0.6 -0.5 0.124
H 3.338029 3.067845 -1.228427 0.7 0.5 0.0 0.108
H 1.558519 2.762835 1.134023 -0.2 -0.2 0.3 0.104
H 1.905019 1.451565 -0.012267 0.9 -0.1 0.3 0.069
H -0.035191 2.115565 -0.676117 -0.8 0.6 0.2 0.029
H 0.949279 2.791295 -1.890827 0.3 0.0 0.0 0.102
H 0.063419 4.495565 0.498273 -0.3 0.0 0.0 0.104
H -0.544361 4.740355 -1.180737 0.1 0.2 0.1 0.117
H 2.283409 6.231305 -2.524637 0.2 -0.4 -0.1 0.106
H 0.649029 5.622645 -2.686227 0.1 0.0 -0.2 0.112
H 1.969399 4.430845 -2.710477 0.2 0.3 0.4 0.096
C -2.188671 -0.438515 -8.712197 0.2 0.1 -1.8 -0.099
C -2.508441 -0.631115 -7.281097 0.9 -0.4 1.9 -0.233
C -1.206641 -0.711855 -6.397447 0.2 -0.7 -0.1 -0.102
N -1.342791 -0.678135 -4.860787 -1.2 2.1 -0.3 -0.264
C -1.672311 0.794295 -4.484717 -0.1 -0.9 -0.3 -0.093
C -2.045631 0.910305 -3.005757 0.4 0.0 -0.2 -0.165
C -3.248921 0.008465 -2.544087 1.5 -1.0 -1.2 -0.133
C -2.888201 -1.487915 -2.898157 -0.3 0.8 -1.5 -0.124
C -2.546911 -1.539185 -4.466897 0.5 -0.1 1.3 -0.062
C -0.062981 -1.150355 -4.207057 -1.3 -0.4 -0.5 0.023
H -3.114431 -0.647635 -9.248227 0.1 0.1 -0.3 0.099
H -1.419591 -1.085345 -9.134377 -0.1 -0.4 0.3 0.093
H -1.861911 0.553815 -9.023017 -0.2 0.3 0.5 0.093
H -3.029551 -1.578775 -7.145157 0.0 -0.1 -0.1 0.113
H -3.224201 0.137595 -6.989777 0.2 0.2 0.4 0.115
H -0.405741 -0.045495 -6.717807 -0.4 0.9 0.4 0.136
H -0.663921 -1.643355 -6.558257 -0.6 -0.6 -0.3 0.129
H -2.406561 1.170425 -5.197117 -0.3 -0.4 0.1 0.132
H -0.768241 1.358485 -4.713697 0.1 0.0 0.2 0.132
H -2.150081 1.986245 -2.865947 -0.5 0.1 0.3 0.107
H -1.069091 0.685965 -2.576647 -0.4 -0.3 1.1 0.052
H -4.109431 0.271395 -3.159297 -0.1 0.1 0.0 0.120
H -3.584201 -0.000215 -1.506967 0.6 0.6 0.0 0.082
H -3.785491 -2.071975 -2.693577 -0.1 -0.2 -0.5 0.107
H -2.146391 -1.961705 -2.255237 0.4 0.5 -0.1 0.068
H -3.410701 -1.168935 -5.019057 0.2 0.1 0.1 0.125
H -2.264521 -2.499195 -4.899007 -0.4 -0.4 0.5 0.136
H -0.031601 -2.197525 -4.507977 0.6 0.0 0.0 0.110
H -0.164291 -1.113405 -3.122407 0.2 0.3 -0.1 0.065
H 0.774689 -0.574545 -4.600567 -0.1 -0.1 0.1 0.100
Cl -0.246091 -0.558915 -0.001277 0.0 0.1 0.0 -0.224
```
Forces are in eV/Å.

- E_HOMO (eV) = -19.0
- net charge = +5
- orbital gap (eV) = 9.7
- molar mass (Da) = 889.0
- ΔE to the lowest compared entry with this formula, charge and spin (kcal/mol) = 91.9
- E_tot (a.u.) = -2916.36692